Record 1
11
Properties=species:S:1:pos:R:3:forces:R:3:mulliken_charge:R:1 method="wB97M-V/def2-TZVPD" mol_weight_g_mol=182.2 total_charge=0
C 1.83850 0.16708 1.75880 -0.8 0.2 -3.2 0.214
C -0.12351 0.62161 -0.47398 1.4 -0.1 1.8 0.397
N 2.12882 0.07200 2.85877 0.2 0.0 0.9 -0.306
N -0.60834 0.48350 -1.65878 -4.4 0.0 -2.6 -0.393
P 1.61734 0.16741 -0.12577 3.3 -3.6 -0.2 0.275
S -0.93609 0.98409 0.86155 -0.9 0.4 1.0 -0.319
S 2.32761 -1.90221 -0.97034 -1.4 3.8 1.4 -0.335
S 2.92467 1.75055 -0.73006 -1.1 0.4 0.5 -0.221
H -0.19143 0.22661 -2.53572 0.8 -0.2 0.3 0.241
H -1.70002 0.53844 -1.72983 2.9 0.0 0.3 0.236
H 3.91905 1.09021 -1.31401 -0.1 -0.8 0.0 0.210

***

Record 2
12
Properties=species:S:1:pos:R:3:forces:R:3:mulliken_charge:R:1 method="wB97M-V/def2-TZVPD" smiles="C=C(C=O)OC" mol_weight_g_mol=86.1 total_charge=0
C 0.76486 0.47983 1.72818 -0.3 0.0 0.2 -0.524
C -0.22256 0.15047 -0.61014 1.5 1.9 -0.5 0.847
C -0.32447 0.65259 -1.87908 -0.5 -3.1 0.8 -0.854
C -0.63636 -1.26163 -0.37159 -0.9 0.1 -0.1 -0.066
H 1.04683 -0.64528 1.67709 -0.4 2.2 0.3 0.270
H 1.72224 1.15449 2.09424 -2.7 -1.7 -1.2 0.199
H -0.19254 0.63951 2.37641 2.2 -0.4 -0.6 0.242
H -0.64853 -0.16180 -2.58737 0.2 1.3 0.5 0.150
H -0.07876 1.61854 -2.26725 0.1 0.3 0.3 0.336
H -0.89884 -1.87463 -1.27976 0.4 0.6 0.3 0.248
O 0.30637 0.96603 0.39531 0.1 -0.9 -0.1 -0.395
O -0.83825 -1.71813 0.72397 0.2 -0.2 0.1 -0.453

***

Record 3
113
Properties=species:S:1:pos:R:3:forces:R:3:mulliken_charge:R:1 method="wB97M-V/def2-TZVPD" mol_weight_g_mol=989.2 total_charge=+2
Hg -0.12336 0.43628 0.13108 0.2 0.3 0.0 3.044
C -2.36449 2.47665 3.22916 0.1 -0.1 0.0 -1.923
C -2.81235 1.23862 2.47015 -0.1 -0.2 -0.1 1.302
C -3.63408 0.33464 3.38758 0.0 0.0 -0.1 -1.390
C -3.65861 1.66703 1.28416 0.0 0.0 0.0 -1.457
O -1.67043 0.47912 1.97594 0.1 -0.1 0.0 -0.668
Ge -0.48200 -0.42193 3.21757 -0.2 0.4 0.1 -0.385
O -0.37370 -1.84477 2.02316 -0.2 0.0 0.1 0.552
C -0.49101 -3.19356 2.50609 0.1 0.0 0.0 1.252
C -1.90823 -3.48904 2.99377 0.1 0.0 0.0 -1.417
C -0.16504 -4.11167 1.32615 -0.3 -0.2 0.0 -1.320
C 0.50153 -3.46436 3.64099 0.0 0.0 -0.1 -1.715
O 0.94371 0.44302 2.23697 0.1 0.0 0.0 0.724
C 1.83249 1.42786 2.83087 0.0 -0.1 0.0 1.352
C 1.22748 2.81730 2.69852 0.0 0.0 -0.1 -1.592
C 2.05917 1.11277 4.30908 0.0 -0.1 -0.1 -1.889
C 3.18454 1.35645 2.11990 -0.1 0.0 0.0 -1.756
H -3.23134 3.02741 3.59122 0.0 0.0 0.0 0.561
H -1.76131 2.20205 4.09529 0.1 0.0 0.0 0.355
H -1.78751 3.13594 2.58398 0.1 0.1 -0.1 0.272
H -4.56042 0.83262 3.67360 0.0 0.0 0.0 0.496
H -3.89433 -0.59491 2.87850 0.0 0.0 0.0 0.215
H -3.09004 0.08733 4.29918 0.0 0.0 0.0 0.344
H -4.49284 2.27548 1.63097 0.0 0.0 0.0 0.585
H -3.06881 2.27403 0.59727 0.0 0.0 0.0 0.328
H -4.07143 0.81315 0.74642 0.0 -0.1 0.0 0.143
H -2.61063 -3.52661 2.16658 -0.1 0.0 -0.1 0.316
H -1.93849 -4.45310 3.50115 0.0 0.0 0.0 0.555
H -2.23651 -2.72864 3.70388 0.0 0.0 0.0 0.255
H -0.68334 -3.76327 0.43052 0.1 0.0 0.0 -0.050
H 0.91489 -4.15083 1.14422 -0.2 -0.1 0.1 0.151
H -0.49016 -5.12913 1.53882 0.0 -0.1 0.0 0.516
H 0.20801 -2.96609 4.56381 0.0 0.1 0.0 0.408
H 0.55980 -4.53366 3.84482 0.0 0.0 0.0 0.480
H 1.49912 -3.10994 3.36796 0.0 0.0 0.0 0.157
H 0.36350 2.91096 3.34269 -0.2 0.0 0.1 0.203
H 1.94372 3.58300 2.99715 0.0 0.0 0.0 0.603
H 0.90814 3.01450 1.67215 0.0 0.0 0.0 0.012
H 1.15545 1.25984 4.89733 0.0 0.0 0.0 0.424
H 2.38706 0.07995 4.43883 0.0 0.0 0.0 0.379
H 2.83191 1.76913 4.70912 0.0 0.0 0.0 0.447
H 3.06483 1.40123 1.03587 0.0 0.0 -0.1 0.483
H 3.81552 2.18934 2.42614 0.0 0.1 0.0 0.571
H 3.71966 0.44371 2.38306 0.0 -0.1 0.0 0.394
N 0.43778 2.92719 -2.26887 0.0 0.1 0.0 0.545
P 1.70090 2.32531 -1.30327 0.1 0.0 0.1 -0.078
C 2.71879 3.83224 -1.17533 0.0 0.0 -0.1 0.551
C 3.21300 4.40543 -2.35163 0.0 0.0 0.0 -0.901
C 3.95636 5.56981 -2.30223 0.0 0.0 0.0 -0.743
C 4.23087 6.16647 -1.07742 0.0 0.0 0.0 -0.644
C 3.75847 5.59655 0.09203 0.0 0.0 0.0 -0.647
C 3.00136 4.43311 0.04345 0.0 0.0 0.0 -0.133
C 2.75163 1.38510 -2.47172 0.0 0.0 0.1 -0.413
C 2.29856 0.94837 -3.70841 0.0 -0.1 0.0 -0.323
C 3.13598 0.21543 -4.54041 0.0 0.0 0.0 -0.501
C 4.42872 -0.08731 -4.14071 0.0 0.0 0.0 -0.810
C 4.89456 0.35754 -2.90772 0.0 0.0 0.0 -0.818
C 4.06164 1.09385 -2.08050 0.0 0.0 0.1 -0.250
C -0.89602 2.57529 -2.26931 0.1 0.0 -0.1 0.234
C -1.75990 3.34453 -3.06502 0.0 -0.1 0.0 -1.001
C -3.07751 2.98852 -3.17343 0.0 0.0 0.0 -0.739
C -3.52943 1.86355 -2.48550 0.0 0.0 0.0 -1.389
C -2.63545 1.18543 -1.70193 0.0 -0.1 0.0 -0.809
N -1.33506 1.52257 -1.56832 0.1 0.2 0.0 1.404
H 0.64101 3.76171 -2.80670 0.0 -0.1 0.0 0.301
H 3.04031 3.92985 -3.31128 0.0 0.0 0.0 0.292
H 4.33424 6.00635 -3.21577 0.0 0.0 0.0 0.452
H 4.81625 7.07368 -1.03973 0.0 0.0 0.0 0.403
H 3.97162 6.05852 1.04525 0.0 0.0 0.0 0.473
H 2.62918 4.00370 0.95798 0.0 0.0 0.1 0.227
H 1.29317 1.18549 -4.02183 -0.1 0.0 0.0 0.329
H 2.78432 -0.10278 -5.51232 0.0 0.0 0.0 0.530
H 5.08445 -0.63846 -4.80056 0.0 0.0 0.0 0.454
H 5.91721 0.16545 -2.61258 0.0 0.0 0.0 0.515
H 4.44642 1.48148 -1.14236 0.0 0.0 0.0 0.499
H -1.36740 4.20310 -3.59052 0.0 0.0 0.0 0.531
H -3.75034 3.57248 -3.78547 0.0 0.0 0.0 0.456
H -4.55389 1.53063 -2.54791 0.0 0.0 0.0 0.590
H -2.94879 0.32198 -1.14546 0.0 -0.1 0.1 0.519
N 3.16103 -3.77140 -0.34219 0.1 -0.2 0.0 0.097
C 2.84591 -3.10497 -1.64936 0.0 0.0 0.0 -1.194
C 1.66853 -2.16436 -1.45360 -0.1 0.0 -0.1 0.628
N 1.87837 -1.16736 -0.40366 -0.1 0.0 0.1 1.039
C 2.28944 -1.81002 0.84715 0.1 -0.1 0.1 0.643
C 3.48357 -2.73541 0.69677 0.1 0.1 0.0 -1.293
H 3.92780 -4.44176 -0.44591 -0.1 0.1 0.0 0.419
H 2.33651 -4.29813 -0.03017 0.1 0.0 -0.1 0.422
H 2.62749 -3.88193 -2.38009 0.0 0.0 0.0 0.429
H 3.74529 -2.56666 -1.95098 0.0 0.0 0.0 0.409
H 0.77318 -2.74172 -1.19613 0.0 0.0 0.0 -0.105
H 1.46487 -1.65420 -2.39323 0.0 0.0 0.0 -0.259
H 2.57667 -0.49656 -0.71809 0.0 0.0 0.0 -0.364
H 1.42505 -2.34999 1.24239 0.3 0.3 -0.2 -0.079
H 2.51316 -1.05275 1.58405 0.0 0.1 0.1 -0.964
H 3.71167 -3.25433 1.62664 0.0 0.0 0.0 0.418
H 4.37795 -2.21714 0.34590 0.0 0.0 0.0 0.451
C -0.20599 -2.41252 -4.97104 0.0 0.1 0.0 -1.175
C -0.70656 -1.04638 -4.54112 0.0 0.0 -0.1 -0.392
O -0.26835 -0.69366 -3.22952 -0.1 -0.1 0.1 0.698
H -0.55330 -2.64840 -5.97553 0.0 0.0 -0.1 0.465
H -0.55825 -3.20196 -4.30559 0.0 0.0 0.0 0.268
H 0.88451 -2.43467 -4.97851 0.0 0.0 0.0 0.233
H -1.79687 -0.97975 -4.60316 0.0 0.0 0.0 0.340
H -0.30165 -0.28146 -5.20549 0.0 0.0 0.0 0.432
H -0.81298 -1.15584 -2.57386 0.0 0.2 -0.1 -0.692
S -4.33996 -2.70027 -0.10654 0.0 0.0 0.0 -0.137
C -3.80092 -3.22860 -1.63713 0.0 0.0 0.0 -0.947
C -2.56392 -2.73004 -1.88185 -0.2 0.0 0.0 -0.481
N -2.04332 -1.92386 -0.89532 0.2 -0.2 -0.1 0.598
C -2.87953 -1.84911 0.10189 0.0 0.1 0.1 0.120
H -4.39736 -3.87037 -2.26028 0.0 -0.1 -0.1 0.488
H -1.99902 -2.92929 -2.77646 0.1 0.0 -0.1 0.140
H -2.65948 -1.29099 0.99878 0.0 0.1 0.1 -0.076

***

Record 4
69
Properties=species:S:1:pos:R:3:forces:R:3:mulliken_charge:R:1 method="wB97M-V/def2-TZVPD" mol_weight_g_mol=723.3 total_charge=-1 s2=0.788 multiplicity=2
O 5.72486 -14.75785 7.33763 0.2 -1.9 1.6 -0.040
V 6.05008 -15.93512 8.33672 2.2 2.1 -3.4 1.181
B 7.63412 -17.06670 5.70459 0.9 0.1 -1.2 0.387
F 6.90762 -17.77078 4.78178 -1.4 -0.4 -1.4 -0.364
F 7.73793 -15.72073 5.40447 -0.2 0.3 0.0 -0.332
F 6.90392 -17.25598 6.89414 -1.2 0.6 2.8 -0.100
F 8.82607 -17.68746 5.80431 1.5 -0.3 0.5 -0.306
N 4.95002 -15.18608 9.90466 -3.7 2.0 1.8 0.323
S 5.16255 -14.87408 11.42295 7.2 -2.3 7.4 0.821
O 4.53499 -15.69276 12.47072 0.1 1.6 -2.7 -0.589
O 5.52238 -13.50413 11.75610 -1.8 -0.9 -0.8 -0.534
F 6.69888 -15.48585 11.52203 -1.1 -0.1 -0.7 -0.363
S 3.51064 -14.18471 10.00914 -3.5 3.7 -6.4 0.680
O 3.66762 -12.74372 9.74268 0.7 -2.9 1.2 -0.493
O 2.42446 -14.56689 10.86282 1.7 -0.5 0.2 -0.529
F 3.00652 -14.63547 8.55522 0.3 -0.4 0.7 -0.214
O 9.88249 -14.35864 9.33337 1.7 1.9 0.8 -0.588
C 9.19622 -15.33816 8.83858 1.9 -4.6 -0.9 0.577
O 8.00238 -15.11336 8.78686 -8.6 1.7 -0.1 -0.338
O 9.62241 -16.41583 8.51704 2.5 -1.6 -0.3 -0.712
H 9.11555 -13.79504 9.45894 0.2 1.6 0.5 0.209
C 2.05879 -11.47083 6.44606 0.1 -0.5 -0.5 -0.769
C 3.43641 -11.38879 5.90072 -1.3 0.0 0.4 0.385
N 4.51631 -11.29040 5.53374 0.3 0.0 -0.2 -0.402
H 2.08778 -12.07899 7.35016 0.1 0.6 0.4 0.058
H 1.36334 -12.02748 5.81789 0.4 -0.1 -0.5 0.342
H 1.59986 -10.48652 6.53890 0.4 0.0 0.5 0.386
C 3.05409 -13.22644 2.50875 -0.1 0.6 -1.3 -0.887
C 2.92213 -14.21627 3.50671 -0.2 -2.8 3.4 0.471
N 2.75110 -15.04536 4.31366 0.3 1.7 -1.8 -0.468
H 2.04119 -13.16245 2.11124 0.1 0.5 -0.4 0.352
H 3.70806 -13.60432 1.72286 0.1 0.1 0.0 0.295
H 3.42656 -12.26162 2.85299 -0.1 -0.2 0.2 0.278
C 8.43286 -11.99647 12.49918 -0.2 -0.1 -0.5 -0.872
C 8.26147 -11.91139 11.03222 -0.2 0.1 -1.7 0.671
N 8.14288 -11.80220 9.87494 0.3 -0.2 2.5 -0.585
H 9.11002 -12.80726 12.76783 0.1 0.1 -0.2 0.289
H 7.48148 -12.22991 12.97718 -0.1 0.2 -0.2 0.241
H 8.81475 -11.03929 12.85427 0.0 -0.1 0.1 0.350
C 3.57651 -18.89950 5.19738 0.0 0.6 0.5 -0.916
C 3.81964 -17.93320 6.26640 -0.2 -1.2 -1.4 0.403
N 4.02174 -17.20296 7.10568 0.9 1.4 2.0 -0.414
H 3.15792 -18.34242 4.35920 0.0 -0.3 -0.1 0.253
H 2.86999 -19.62746 5.59612 0.0 -0.1 -0.3 0.365
H 4.53387 -19.34585 4.92844 -0.1 0.0 -0.1 0.259
C 6.10393 -16.01399 2.39664 -0.1 -0.6 0.7 0.290
C 5.90281 -17.42451 2.02260 -0.4 -3.4 -1.2 0.184
N 5.76217 -18.56950 1.74890 0.4 4.0 0.9 -0.580
H 5.21351 -15.67598 2.92673 -0.1 0.1 -0.2 -0.344
H 6.36177 -15.32764 1.59007 0.0 -0.3 0.0 0.489
H 6.87436 -16.02888 3.16756 0.2 0.2 -0.1 -0.056
C 5.93680 -10.05467 8.38067 -0.6 0.0 0.3 0.004
C 4.64430 -9.32783 8.25627 0.5 0.4 -0.1 0.234
N 3.66070 -8.72329 8.25579 0.5 -0.5 -0.1 -0.517
H 6.75736 -9.44445 8.75806 -0.4 0.3 0.1 0.431
H 6.29910 -10.51134 7.45964 -0.5 0.0 0.0 -0.156
H 5.74243 -10.82245 9.12955 0.2 -0.2 -0.2 0.043
C 7.77539 -11.97801 5.35537 -0.5 -0.3 -0.8 -0.189
C 7.33645 -12.50191 4.03012 -0.4 -0.7 -2.3 0.351
N 7.00633 -12.86900 2.96174 0.8 1.0 3.0 -0.545
H 8.66594 -12.48381 5.72844 -0.2 -0.2 -0.1 0.358
H 6.93012 -12.12022 6.02872 0.2 -0.1 0.1 -0.356
H 7.97785 -10.91153 5.25674 0.0 0.0 0.0 0.393
C 7.18947 -20.38498 9.52449 1.0 0.8 0.2 -1.048
C 6.65483 -19.03507 9.49297 -1.6 3.5 0.2 0.594
N 6.22486 -17.94208 9.44438 1.3 -3.4 0.0 -0.292
H 6.89797 -20.95993 10.40344 -0.8 -0.1 -0.5 0.355
H 8.25699 -20.26523 9.70935 0.3 0.1 -0.3 0.300
H 7.07539 -20.77605 8.51348 -0.2 -0.6 0.4 0.295

***

no.,DFT total energy (Ha)
1,-1723.3771
2,-306.4063
3,-5029.3869
4,-4122.1909